Entry 1:
DFT (wB97M-V/def2-TZVPD) results for a 14-piece molecular cluster, C64H158N10O14 overall.

Atoms and positions in Å:
C1 -1.02 -7.18 0.05
H1 -1.41 -6.37 -2.05
H2 -2.47 -5.83 -0.83
H3 5.63 0.52 4.28
H4 1.58 4.03 2.83
O1 -0.24 4.14 -8.04
H5 -6.01 -0.53 0.18
C2 0.34 0.68 -2.40
H6 2.53 2.09 -1.40
H7 -5.71 2.37 -0.13
C3 4.15 -1.25 4.18
N1 -0.52 1.16 0.01
H8 4.27 5.03 2.61
O2 3.66 -1.78 1.91
C4 -1.21 -8.19 2.42
C5 -2.87 5.89 2.29
H9 4.40 -2.17 1.43
C6 -7.05 -0.78 2.05
C7 0.45 -9.20 0.68
C8 7.48 2.66 -1.63
C9 1.64 2.24 -0.80
H10 0.12 -1.06 1.84
H11 3.60 1.83 -5.58
H12 4.92 0.18 2.68
H13 0.96 2.23 -5.40
C10 3.97 1.45 -4.63
H14 -6.16 -1.20 2.53
H15 -2.59 -8.36 0.83
H16 -7.22 0.62 3.63
C11 -0.37 -1.25 0.89
H17 -1.93 3.48 2.44
H18 -8.27 -0.72 3.59
H19 8.00 1.77 -1.28
C12 -1.08 3.06 -7.55
H20 -0.50 -7.49 2.87
H21 -5.55 3.99 4.31
C13 -2.81 -1.98 -7.82
O3 6.20 0.57 -3.06
H22 4.51 0.53 -4.81
C14 3.45 -4.64 2.41
H23 -4.85 3.61 2.68
C15 -6.55 0.13 0.85
H24 4.18 -3.80 -2.68
H25 -2.13 3.07 -7.86
H26 4.06 -2.38 -4.38
H27 -0.96 1.01 -5.83
C16 -2.73 4.68 -2.80
H28 -3.37 5.13 1.71
H29 3.19 -5.65 2.72
H30 -0.79 2.14 -8.06
C17 3.52 4.35 3.01
H31 -4.34 2.15 -3.03
C18 5.21 3.81 -1.33
H32 -1.21 2.90 4.54
H33 -2.22 -1.13 -9.52
H34 5.99 2.10 0.56
C19 0.68 0.97 -0.92
C20 -4.19 0.25 -3.58
H35 -8.12 -2.54 2.56
H36 3.32 4.78 3.99
H37 1.17 -2.79 4.32
C21 -2.07 -3.21 -8.35
H38 3.52 -2.57 -1.65
H39 2.61 0.14 3.46
H40 5.63 4.97 -3.09
H41 3.11 3.27 -2.96
C22 -0.47 5.45 -0.77
H42 -0.11 6.13 -8.25
C23 -1.91 -6.71 -1.14
H43 -0.86 2.13 6.47
C24 -1.94 0.29 1.83
H44 -7.42 0.59 0.39
H45 0.19 1.77 9.27
H46 -3.10 -2.46 -3.48
C25 3.67 -3.01 5.95
H47 -2.11 2.67 9.89
H48 -3.85 -2.12 -8.11
H49 2.94 -4.48 1.46
C26 4.15 -2.72 -2.53
C27 -1.94 -7.58 1.22
H50 3.23 0.53 5.03
C28 -2.36 -0.61 -0.50
H51 -0.51 4.79 5.75
H52 -2.64 -7.50 -1.32
C29 -0.43 2.24 8.51
H53 -3.11 -1.16 0.07
H54 2.74 -2.59 6.32
H55 -4.69 -0.40 -4.29
H56 -0.14 -0.05 5.29
O4 2.32 4.38 2.32
H57 0.48 -6.09 1.31
H58 3.95 3.36 3.16
H59 1.24 -3.02 2.58
H60 -4.40 6.01 -3.38
H61 1.58 -7.78 1.91
C30 4.76 4.58 -2.57
H62 1.61 -10.45 -0.62
H63 6.02 0.53 -0.22
H64 4.56 1.29 -0.25
H65 4.54 -1.14 6.27
H66 0.19 3.13 -4.11
H67 1.82 2.45 0.26
C31 3.08 -3.62 3.52
H68 -4.12 4.78 -4.58
H69 -2.73 1.04 1.77
H70 1.14 3.13 -1.19
H71 -0.06 4.97 -1.66
C32 -1.02 2.97 -5.89
H72 2.37 -8.25 0.43
H73 -2.33 3.06 -3.78
O5 -5.54 1.95 3.80
H74 -1.70 3.75 -5.52
C33 6.02 2.93 -4.82
H75 0.74 1.89 3.88
H76 -0.96 -1.42 6.15
C34 -1.30 -0.05 0.54
H77 -1.92 5.18 -3.33
H78 7.86 3.39 -0.91
O6 -4.82 1.50 -3.55
H79 -1.03 -3.35 -8.05
H80 -1.70 -3.18 -4.35
C35 -2.79 -3.11 -4.29
C36 -0.52 -9.50 1.93
H81 4.31 3.53 -0.78
C37 2.92 -0.31 4.41
H82 -4.94 4.48 -3.11
C38 1.60 -0.17 -0.35
H83 -1.82 3.08 -2.16
O7 -1.64 4.79 -0.45
C39 5.62 1.54 -0.30
H84 -0.53 6.51 -1.03
O8 -1.36 2.25 -0.37
H85 3.66 4.10 -4.43
H86 -1.17 0.57 2.55
C40 -0.24 1.57 7.18
H87 -2.36 -0.62 2.26
O9 0.67 -8.03 -1.41
H88 5.66 -2.24 5.54
H89 -3.56 6.57 2.79
H90 -3.52 -0.99 -6.12
O10 -2.30 5.18 3.42
C41 0.17 4.37 5.01
O11 -0.61 0.23 7.28
C42 -2.84 -1.82 -6.32
H91 0.83 3.99 -5.47
C43 5.93 2.42 -1.50
H92 2.87 -4.81 5.39
N2 5.44 1.67 -2.70
H93 -1.83 -1.21 -1.23
C44 -0.93 -0.34 5.98
H94 6.22 -0.74 3.28
H95 2.47 -0.28 -1.01
H96 -0.77 4.72 2.11
H97 4.55 -4.56 4.69
C45 -4.06 4.98 -3.51
H98 5.94 4.44 -0.82
C46 3.98 3.61 -3.52
H99 -2.57 -6.75 1.56
N3 -2.20 -0.89 -8.54
H100 -2.69 0.27 -1.05
H101 3.09 1.21 -4.03
H102 -3.14 0.49 -3.77
H103 -0.95 -2.16 1.00
C47 -0.49 3.49 3.96
H104 5.66 -0.11 -2.64
H105 4.51 -4.72 2.16
O12 -3.39 -2.90 -5.58
C48 -4.94 1.80 0.38
H106 -3.03 6.17 -1.19
H107 -0.01 -10.94 -0.62
H108 2.09 -0.01 0.61
H109 -2.48 1.55 -5.78
H110 0.25 5.33 0.04
H111 -7.41 -2.73 0.98
H112 -4.23 2.51 0.80
H113 -1.93 -3.06 -9.42
H114 -0.32 1.45 -2.77
N4 3.84 -2.33 3.22
H115 -3.99 3.39 4.10
H116 -1.88 0.09 5.66
N5 0.02 3.63 8.35
H117 3.97 -3.42 6.92
H118 -4.30 -0.26 -2.62
C49 0.31 3.07 -5.19
H119 5.15 -2.38 -2.29
N6 -7.75 -0.03 3.07
C50 4.62 -1.92 5.51
H120 -3.09 -4.06 -3.83
N7 -0.20 -8.32 -0.32
O13 3.59 -2.06 -3.61
H121 6.68 2.10 -5.07
H122 -0.60 5.77 -6.70
H123 -1.19 -10.26 1.54
C51 -0.18 -5.95 0.45
C52 -1.34 4.26 2.91
C53 0.77 -10.58 0.06
H124 -1.89 -8.44 3.23
N8 -1.55 1.72 -5.43
H125 -2.27 1.12 8.94
C54 5.29 -0.27 3.60
H126 -8.85 -1.72 1.16
C55 -2.81 5.11 -1.27
C56 0.79 -1.50 -0.11
H127 1.47 -2.23 0.32
H128 -1.02 3.04 0.06
C57 -1.92 2.16 8.94
C58 1.55 -3.44 3.54
H129 -0.15 2.03 2.53
H130 5.55 3.28 -5.74
H131 1.99 -0.66 4.85
H132 0.36 -1.83 -1.06
H133 -2.24 6.40 1.56
H134 2.38 -9.29 1.85
N9 0.38 2.56 3.21
C59 -5.00 3.27 3.70
C60 3.56 -4.15 4.86
H135 -4.37 1.19 -0.33
H136 0.80 5.07 4.47
C61 -0.76 5.43 -7.72
H137 4.18 5.43 -2.21
H138 -0.89 -5.13 0.56
H139 0.79 3.74 5.64
H140 -1.79 5.48 -8.08
N10 -2.56 3.26 -2.82
O14 -5.66 1.08 1.32
C62 1.76 -8.63 1.25
H141 1.09 -4.42 3.66
H142 0.12 -8.22 -2.17
H143 7.83 3.09 -2.57
C63 4.93 2.38 -3.93
H144 -2.84 -0.12 -8.38
H145 1.20 0.56 -3.06
H146 6.74 3.66 -4.47
H147 0.82 1.53 6.93
H148 1.04 -11.29 0.83
H149 0.39 -5.59 -0.40
H150 1.01 3.56 8.52
H151 0.07 -9.90 2.76
H152 -1.81 -1.58 -6.03
H153 -2.51 -4.18 -8.14
H154 -3.77 4.73 -0.93
H155 -5.30 1.55 2.96
H156 -2.48 2.65 8.15
H157 -0.20 -0.24 -2.62
H158 -0.33 4.14 9.15
C64 -7.91 -2.02 1.63

## Properties
lowest unoccupied orbital energy = 0.3 eV
gap between HOMO and LUMO = 8.34 eV
HOMO = -0.294 Eh
ΔE to the lowest compared entry with this formula, charge and spin = 72.8 kcal per mole
net charge = 0

---

Entry 2:
DFT (wB97M-V/def2-TZVPD) results for a 2-piece molecular cluster, C4H12 overall.

Atoms and positions in Å:
C1 -0.70 -0.06 -1.52
C2 -0.42 0.15 2.47
C3 0.70 0.37 1.42
H1 0.73 1.37 1.02
H2 -0.64 -0.33 -0.37
H3 -1.33 0.76 -1.64
H4 1.41 -0.26 -1.71
H5 -1.44 0.41 1.99
H6 0.34 -0.34 0.52
C4 0.55 -0.26 -2.34
H7 1.65 0.07 1.75
H8 -0.45 -0.93 2.70
H9 -0.33 0.62 3.41
H10 -1.43 -0.90 -1.78
H11 0.52 -1.25 -2.86
H12 0.84 0.58 -3.06

## Properties
lowest unoccupied orbital energy = 1.2 eV
gap between HOMO and LUMO = 11.65 eV
HOMO = -0.386 Eh
SMILES string = CC.CC
ΔE to the lowest compared entry with this formula, charge and spin = 32.8 kcal per mole
net charge = 0

---

Entry 3:
DFT (wB97M-V/def2-TZVPD) results for an isolated ion of composition C8H13BrNO and charge +1.

Atoms and positions in Å:
H1 -0.27 -2.21 1.76
C1 -0.84 -0.56 0.47
H2 -1.69 -1.33 2.21
H3 -1.71 -2.49 0.60
H4 1.63 1.37 1.99
C2 0.52 -1.90 -1.50
C3 -1.15 -1.73 1.28
N1 1.05 1.20 0.05
H5 2.03 1.20 -0.28
H6 -1.86 1.91 -1.70
O1 1.38 -0.99 -0.74
H7 0.13 2.60 1.43
C4 0.15 1.69 -1.03
H8 1.76 2.73 1.01
H9 1.33 -0.63 1.21
H10 -0.42 -1.47 -1.66
C5 1.07 1.98 1.24
C6 0.83 -0.31 0.30
H11 1.11 -2.14 -2.45
C7 -1.14 1.38 -1.09
C8 -1.59 0.21 -0.28
H12 0.47 -2.87 -0.93
H13 0.76 2.49 -1.66
Br1 -3.56 -0.12 -0.22

## Properties
lowest unoccupied orbital energy = -3.9 eV
gap between HOMO and LUMO = 9.27 eV
HOMO = -0.482 Eh
SMILES string = CO[C@@H]1C(C)=C(Br)C=C[N@H+]1C
ΔE to the lowest compared entry with this formula, charge and spin = 48.0 kcal per mole
net charge = +1

---

Entry 4:
DFT (wB97M-V/def2-TZVPD) results for a 13-piece molecular cluster, C4H33NO12 overall.

Atoms and positions in Å:
H1 -3.02 2.09 -2.10
H2 3.26 -2.54 -1.71
O1 -1.42 1.11 -4.42
O2 -0.71 2.42 3.85
H3 1.31 -0.01 -0.24
H4 1.34 -2.61 -0.54
H5 1.58 -0.74 -4.26
H6 -0.17 -3.64 1.62
O3 -0.15 3.84 1.57
O4 1.19 0.14 -4.41
H7 2.02 3.52 0.24
H8 0.18 2.21 4.01
H9 -0.51 3.56 0.73
H10 -0.66 1.01 -4.96
H11 2.51 -1.06 -1.73
O5 -2.45 2.92 -2.24
C1 -0.93 -2.34 -0.08
O6 -1.13 1.36 -0.17
H12 -1.25 0.46 -3.73
H13 0.38 0.59 -1.23
H14 -1.85 1.61 0.35
C2 1.85 -4.16 0.70
O7 2.56 -0.37 1.47
H15 -2.93 -2.71 -0.96
H16 2.17 -1.21 1.73
O8 2.54 -1.93 -2.11
H17 -2.33 2.78 -3.17
H18 -2.68 -3.00 0.76
C3 -2.17 -2.64 -0.14
H19 -1.37 1.89 -0.92
H20 -3.62 2.64 1.58
H21 3.35 -0.73 1.15
C4 0.02 -2.71 1.05
H22 -0.47 -1.93 -1.03
N1 1.41 -2.74 0.51
H23 1.10 -4.90 0.42
H24 0.10 -1.99 1.97
H25 -1.56 0.83 3.80
O9 2.46 3.55 1.09
H26 -3.24 1.14 1.95
H27 2.53 2.62 1.23
O10 -2.02 0.26 3.09
H28 2.68 -4.46 0.00
H29 0.84 3.88 1.57
O11 -3.39 1.85 1.28
H30 -0.52 2.91 3.01
H31 -1.66 0.76 2.36
H32 1.36 0.65 -3.54
O12 1.27 0.12 -1.14
H33 2.19 -4.33 1.74

## Properties
lowest unoccupied orbital energy = 0.1 eV
gap between HOMO and LUMO = 9.60 eV
HOMO = -0.348 Eh
ΔE to the lowest compared entry with this formula, charge and spin = 106.9 kcal per mole
net charge = 0

---

Entry 5:
DFT (wB97M-V/def2-TZVPD) results for a 2-piece molecular cluster, C5H14 overall.

Atoms and positions in Å:
H1 1.69 3.07 -0.31
H2 0.31 4.16 -0.05
H3 0.56 -1.28 0.84
C1 -0.20 -2.38 -0.87
H4 0.09 -2.86 1.23
H5 0.46 -2.28 -1.74
H6 -2.09 -1.55 -1.70
H7 0.06 2.57 -0.79
C2 0.58 -2.30 0.43
H8 -0.53 -3.39 -0.97
H9 0.74 1.65 1.64
H10 -0.80 2.47 1.37
H11 -0.82 -0.38 -1.14
C3 -1.31 -1.34 -0.99
C4 0.28 2.61 1.35
H12 0.65 3.30 2.09
H13 1.62 -2.61 0.41
H14 -1.81 -1.28 -0.01
C5 0.64 3.13 -0.06

## Properties
lowest unoccupied orbital energy = 1.1 eV
gap between HOMO and LUMO = 12.31 eV
HOMO = -0.412 Eh
SMILES string = CCC.CC
ΔE to the lowest compared entry with this formula, charge and spin = 7.3 kcal per mole
net charge = 0

---

Entry 6:
DFT (wB97M-V/def2-TZVPD) results for one molecule with the formula C22H25FN6O.

Atoms and positions in Å:
C1 0.08 -2.30 -1.32
H1 -5.72 2.90 1.12
H2 -0.89 1.19 -2.48
C2 3.61 -1.80 -0.17
C3 -3.30 0.59 1.47
H3 -3.68 2.46 2.43
N1 2.20 -1.54 -0.38
C4 -0.62 -2.41 0.04
N2 -1.60 -1.36 0.18
C5 3.64 1.11 -1.33
C6 2.20 1.51 -1.10
N3 4.92 -0.54 1.55
H4 3.81 -2.66 0.50
O1 -3.40 -2.71 0.35
H5 3.70 0.34 -2.10
C7 1.47 -1.27 0.86
H6 -0.05 -1.29 -1.71
H7 4.07 -2.02 -1.14
H8 -1.27 -0.41 0.17
N4 5.31 0.73 1.69
H9 -6.36 -0.84 -1.57
C8 1.86 2.27 0.01
H10 -0.09 -2.07 2.11
H11 -0.36 -3.00 -2.03
H12 -2.41 0.39 2.06
H13 2.04 -2.51 -2.20
H14 1.76 -3.58 -0.82
H15 4.22 1.99 -1.65
C9 4.26 -0.61 0.42
C10 -0.42 2.24 -0.67
N5 4.92 1.43 0.71
C11 -4.89 -0.11 -0.21
C12 0.54 2.64 0.23
C13 1.58 -2.57 -1.21
H16 -6.49 1.27 -0.55
C14 1.21 1.12 -2.00
C15 -4.01 1.75 1.69
C16 -2.93 -1.59 0.35
H17 -4.69 -1.08 -2.10
C17 -5.59 1.07 0.02
H18 -1.18 -3.34 0.13
H19 2.18 -1.20 1.69
H20 1.47 0.53 -2.86
H21 0.26 3.23 1.09
C18 -3.72 -0.34 0.53
C19 0.41 -2.32 1.18
N6 4.25 0.63 -0.13
F1 -1.71 2.59 -0.47
C20 -5.16 1.99 0.96
H22 2.63 2.58 0.70
H23 0.99 -0.29 0.75
H24 0.89 -3.30 1.31
C21 -5.36 -1.09 -1.23
H25 -5.36 -2.09 -0.82
C22 -0.11 1.48 -1.79

## Properties
lowest unoccupied orbital energy = 0.5 eV
gap between HOMO and LUMO = 9.46 eV
HOMO = -0.330 Eh
SMILES string = Cc1ccccc1C(=O)NC1CCN(Cc2nnnn2Cc2ccc(F)cc2)CC1
ΔE to the lowest compared entry with this formula, charge and spin = 5.2 kcal per mole
net charge = 0

---

Entry 7:
DFT (wB97M-V/def2-TZVPD) results for C21H17F5N2O5STi as an isolated structure.

Atoms and positions in Å:
C1 1.55 -2.16 -1.88
C2 -2.91 1.99 -1.32
O1 -1.24 0.44 4.39
H1 1.32 1.53 -2.17
C3 1.80 -2.06 -0.38
C4 -4.01 -4.13 0.20
C5 2.84 1.52 0.51
C6 -2.69 2.58 -2.57
Ti1 -0.94 0.19 0.68
C7 4.71 0.03 0.89
H2 5.72 -0.12 1.24
C8 2.64 -0.88 0.04
O2 1.07 0.58 3.58
O3 -1.59 -1.46 -0.29
H3 0.85 -2.03 0.15
N1 -1.78 1.45 -0.84
H4 4.72 2.13 1.31
H5 4.37 -2.05 0.48
C9 2.23 2.89 0.65
F1 -2.07 -4.06 -1.12
H6 -3.82 1.95 -0.75
C10 -2.90 -3.45 -0.26
C11 3.95 -1.05 0.46
F2 -3.30 -0.29 1.42
F3 -5.97 -4.20 1.53
H7 2.49 -2.12 -2.44
H8 -0.81 2.69 -3.76
C12 2.65 3.85 -0.47
H9 0.91 -1.35 -2.23
C13 2.11 0.42 0.02
H10 2.56 3.29 1.61
F4 -5.49 -1.64 2.36
C14 4.15 1.30 0.92
H11 -3.43 3.09 -3.17
H12 2.32 3.49 -1.44
C15 -4.65 -2.23 1.51
C16 -4.89 -3.53 1.09
C17 -1.34 2.38 -2.87
C18 0.51 1.27 -1.49
H13 1.05 -3.10 -2.12
H14 2.21 4.84 -0.31
C19 -2.62 -2.13 0.14
H15 2.31 -2.97 -0.04
N2 0.77 0.61 -0.40
S1 -0.33 0.41 3.28
H16 1.15 2.82 0.71
O4 -0.56 -0.84 2.41
C20 -3.54 -1.57 1.03
H17 3.73 3.96 -0.51
F5 -4.24 -5.38 -0.20
C21 -0.81 1.68 -1.79
O5 -0.75 1.46 2.20

## Properties
<S²> = 0.752
lowest unoccupied orbital energy (spin up / spin down) = 2.3 / 2.4 eV
gap between HOMO and LUMO (spin up / spin down) = 7.55 / 8.14 eV
HOMO (spin up / spin down) = -0.192 / -0.212 Eh
spin multiplicity = 2
net charge = -1

---

Entry 8:
DFT (wB97M-V/def2-TZVPD) results for a 2-piece molecular cluster, C7H12 overall.

Atoms and positions in Å:
H1 -1.93 -0.64 1.22
H2 -1.31 -1.41 -1.64
H3 -2.35 1.47 0.11
H4 1.29 1.56 0.11
C1 1.81 -0.45 0.32
C2 -0.52 0.46 0.26
H5 -2.72 -0.53 -1.27
C3 -2.05 -1.27 -0.84
H6 -2.55 -2.24 -0.71
C4 0.85 0.57 0.28
C5 -1.21 -0.84 0.41
H7 -0.51 -1.62 0.68
H8 -1.13 2.47 0.92
H9 3.36 0.77 -0.11
C6 -1.28 1.74 0.12
H10 3.85 -0.98 -0.41
H11 0.87 -0.45 -1.39
H12 -1.18 2.20 -0.87
C7 3.08 -0.29 -0.08

## Properties
lowest unoccupied orbital energy = -1.0 eV
gap between HOMO and LUMO = 6.71 eV
HOMO = -0.283 Eh
ΔE to the lowest compared entry with this formula, charge and spin = 160.9 kcal per mole
net charge = 0

---

> Among the records above, which one has the highest net charge?

C8H13BrNO

---

> Which of these has the highest net charge?

C8H13BrNO

---

> Number 3 is which compound?

C8H13BrNO

---

> Which of these has the highest net charge?

C8H13BrNO